[1]
DFT (wB97M-V/def2-TZVPD) results for a cluster of 2 separate species, C4H13NS in total.

The SMILES is CCN.CSC. The calculation puts the LUMO energy at 0.79 eV. As for the gap between HOMO and LUMO: 9.38 eV.

The geometry in XYZ format:
```
19
Properties=species:S:1:pos:R:3:nbo_charge:R:1
C 1.78 3.69 -1.54 -0.61
C 0.77 2.57 -1.47 -0.21
N -0.51 3.09 -0.97 -0.83
H 1.88 4.15 -0.57 0.20
H 2.78 3.27 -1.74 0.20
H 1.55 4.40 -2.34 0.21
H 0.62 2.12 -2.45 0.19
H 1.16 1.79 -0.80 0.16
H -0.41 3.30 0.02 0.34
H -1.24 2.39 -1.02 0.35
C 0.27 -2.45 -0.25 -0.74
S -1.13 -2.51 0.90 0.19
C -0.30 -2.04 2.41 -0.76
H 0.73 -1.47 -0.24 0.21
H -0.17 -2.66 -1.23 0.23
H 0.99 -3.22 0.01 0.21
H -0.97 -2.26 3.25 0.23
H 0.62 -2.61 2.57 0.21
H -0.04 -0.98 2.50 0.21
```

[2]
DFT (wB97M-V/def2-TZVPD) results for a cluster of 2 separate species, C4H13NS in total.

The calculation puts the LUMO energy at -1.39 eV. As for the gap between HOMO and LUMO: 3.06 eV.

The geometry in XYZ format:
```
19
Properties=species:S:1:pos:R:3:nbo_charge:R:1
C -0.04 -0.57 1.16 -0.65
C -1.05 -1.31 2.11 -0.57
S -2.52 -1.90 1.32 -0.66
H -0.65 0.09 0.66 0.20
H 0.62 -1.19 0.47 0.16
H 0.69 -0.14 1.69 0.17
H -1.57 -0.70 2.91 0.21
H -0.55 -2.16 2.66 0.18
C 2.50 2.28 -1.07 -0.49
N 2.07 1.25 -1.92 -0.52
C 0.77 1.53 -2.52 -0.47
H 3.61 2.18 -0.63 0.25
H 2.59 3.29 -1.50 0.24
H 1.91 2.38 -0.05 0.28
H 2.09 0.39 -1.31 0.46
H 2.77 0.99 -2.62 0.44
H -0.12 1.40 -1.78 0.29
H 0.46 0.96 -3.42 0.26
H 0.83 2.59 -2.89 0.23
```

> Which formula does entry 1 have?

C4H13NS